F30KP5 | the ωB97M-V functional and the def2-TZVPD basis

Each line ends with the Löwdin charge.
Geometry (Å):
K: -0.05440 -0.19456 -0.81903  0.88
P: 1.99814 2.99765 -0.72564  0.16
F: 2.73970 2.25053 0.48810  -0.16
F: 1.95858 4.41657 0.07895  -0.20
F: 3.51592 3.33660 -1.25361  -0.20
F: 1.26372 3.81626 -1.92888  -0.18
F: 1.81375 1.63088 -1.54363  -0.21
F: 0.57712 2.59954 -0.02585  -0.19
P: -0.45146 0.32421 3.37892  0.16
F: -0.03071 -1.20277 3.75520  -0.18
F: 0.98722 0.61538 2.63283  -0.18
F: -0.99134 -0.24545 1.93743  -0.21
F: -0.90870 1.82515 2.99140  -0.17
F: -1.89540 0.05582 4.08480  -0.20
F: 0.15640 0.86259 4.76284  -0.18
P: -1.57371 -3.53110 -0.94492  0.19
F: -0.39518 -4.29579 -1.75625  -0.18
F: -1.28141 -2.14821 -1.67710  -0.24
F: -2.50495 -4.00944 -2.23266  -0.22
F: -2.82498 -2.86279 -0.12643  -0.18
F: -2.03614 -4.94224 -0.21025  -0.22
F: -0.60345 -3.14159 0.31053  -0.16
P: 3.31894 -2.34990 0.37983  0.18
F: 3.60955 -3.66516 -0.48049  -0.18
F: 1.99011 -2.06540 -0.57649  -0.24
F: 2.36313 -3.12380 1.39966  -0.14
F: 3.15044 -0.96987 1.19068  -0.15
F: 4.70094 -2.62178 1.22633  -0.21
F: 4.23963 -1.49496 -0.72141  -0.23
P: -3.27253 2.57559 -1.95805  0.18
F: -4.58426 2.07875 -1.13869  -0.19
F: -4.25941 3.34021 -3.00211  -0.20
F: -3.27622 3.89167 -0.97129  -0.20
F: -1.94771 3.19309 -2.69197  -0.18
F: -2.30339 1.75488 -0.90313  -0.20
F: -3.18793 1.29943 -2.92960  -0.17

Atoms 1-3, force components in eV/Å:
0.3 0.6 0.8
-1.2 0.6 2.0
0.0 -0.1 0.1

Its multiplicity is 1. Its orbital gap is 10.1 eV. The value obtained for the calculated total energy is -5303.86377 hartree. The energy above the lowest of the compared OMol25 structures with the same formula, charge and spin comes out at 59.3 kJ/mol. The net charge is -4.

---

F3H3SSi2 | the ωB97M-V functional and the def2-TZVPD basis

Each line ends with the Löwdin charge.
Geometry (Å):
F: -2.76919 0.43832 0.16025  -0.10
F: -2.48709 -0.57102 -2.11017  -0.12
F: -0.66006 1.10646 -1.33068  -0.15
Si: 3.10459 -0.87476 0.87524  0.33
Si: -1.64899 -0.07624 -0.82906  0.34
S: 2.29818 1.11980 0.65147  0.21
H: 1.84271 -1.23575 1.51027  -0.26
H: -0.86496 -1.19958 -0.19442  0.02
H: 1.18481 1.29277 1.26711  -0.27

Atoms 1-3, force components in eV/Å:
0.4 0.2 0.1
0.8 0.2 0.7
-1.0 -1.0 0.7

Its multiplicity is 1. Its orbital gap is 8.8 eV. The value obtained for the calculated total energy is -1278.71973 hartree. The energy above the lowest of the compared OMol25 structures with the same formula, charge and spin comes out at 163.9 kJ/mol.

---

F3HN2O2S | the ωB97M-V functional and the def2-TZVPD basis

Each line ends with the Löwdin charge.
Geometry (Å):
N: -0.49085 -1.03927 -0.18859  -0.27
N: -3.61240 -0.54464 0.58227  -0.03
O: -2.71592 -0.58329 1.62179  0.04
O: -1.04821 -0.82065 -2.47876  -0.47
F: 0.56243 -1.28166 0.80683  -0.18
F: -3.04509 -1.43589 -0.20980  -0.01
F: -3.35898 0.75625 -0.12942  -0.09
S: 0.10481 -0.93541 -1.62294  1.00
H: -1.84342 -0.48794 1.44920  0.00

Atoms 1-3, force components in eV/Å:
1.7 -0.3 1.5
2.0 1.7 1.6
-6.6 0.5 2.7

Its multiplicity is 1. Its orbital gap is 9.8 eV. The value obtained for the calculated total energy is -958.06036 hartree. The energy above the lowest of the compared OMol25 structures with the same formula, charge and spin comes out at 202.7 kJ/mol.